a:
An isolated molecule of C3H4ClP, computed with wB97M-V/def2-TZVPD.

Calculated values
- HOMO: -0.3318 hartree
- SMILES string: CC1=P(Cl)=C1
- LUMO level: 0.8950 eV

Atoms and positions in Å:
C: 1.14644 0.62719 -0.41634
C: 0.06303 -0.24092 -0.08154
P: -1.65170 -0.78108 -0.47654
Cl: -2.60234 0.87519 0.12730
C: -0.52596 -1.19208 0.81750
H: 1.75930 0.77396 0.49119
H: 0.80644 1.66420 -0.91744
H: 1.67031 0.07538 -1.31589
H: -0.66552 -1.80184 1.77176

Taken from the natural (NBO) analysis, the atomic charges in e are: atom 1 (C): -0.69, atom 2 (C): -0.16, atom 3 (P): 0.73, atom 4 (Cl): -0.35, atom 5 (C): -0.54, atom 6 (H): 0.24, atom 7 (H): 0.25, atom 8 (H): 0.26, atom 9 (H): 0.26



b:
A 2-piece molecular cluster, C3H4ClP overall, computed with wB97M-V/def2-TZVPD.

Calculated values
- HOMO (spin up / spin down): -0.2946 / -0.2949 hartree
- LUMO level (spin up / spin down): -1.0612 / -1.0748 eV

Atoms and positions in Å:
C: 0.04401 1.42074 -0.72491
C: 0.50607 0.35679 -0.37432
C: 1.27652 -0.74625 0.04582
P: -2.83181 -0.78881 1.43166
Cl: -3.03145 0.72503 0.30149
H: -0.37802 2.26639 -1.15048
H: 0.99691 -1.05850 0.99530
H: 2.39531 -0.50100 0.03605
H: 1.02245 -1.67440 -0.56060

Taken from the natural (NBO) analysis, the atomic charges in e are: atom 1 (C): -0.26, atom 2 (C): 0.01, atom 3 (C): -0.70, atom 4 (P): 0.23, atom 5 (Cl): -0.23, atom 6 (H): 0.23, atom 7 (H): 0.24, atom 8 (H): 0.24, atom 9 (H): 0.24



Of them, a has the highest stability.